{"formula": "C29H41B2BaF9N6O5Te", "method": "wB97M-V/def2-TZVPD", "symbols": ["Ba", "C", "C", "N", "O", "B", "F", "F", "O", "N", "C", "C", "C", "N", "O", "B", "F", "F", "O", "N", "C", "C", "C", "H", "H", "H", "H", "H", "H", "H", "H", "H", "H", "H", "H", "C", "C", "C", "C", "C", "C", "C", "C", "C", "C", "C", "C", "N", "C", "C", "C", "C", "C", "N", "C", "C", "C", "C", "H", "H", "H", "H", "H", "H", "H", "H", "H", "H", "H", "H", "H", "H", "H", "H", "H", "H", "H", "H", "H", "H", "H", "H", "H", "H", "H", "H", "H", "F", "Te", "F", "F", "F", "F", "O"], "positions_angstrom": [[-0.110, -1.101, -0.198], [-4.258, 1.372, -2.043], [-3.053, 1.521, -1.179], [-2.119, 0.669, -1.036], [-2.251, -0.479, -1.827], [-1.495, -0.384, -3.114], [-1.826, 0.807, -3.752], [-1.778, -1.523, -3.813], [0.032, -0.418, -2.922], [0.570, 0.696, -2.294], [0.928, 1.687, -3.006], [0.920, 1.767, -4.496], [1.384, 2.859, -2.209], [1.000, 2.896, -0.995], [1.131, 3.721, -0.082], [-0.366, 5.039, 0.026], [0.185, 5.849, 0.933], [-0.288, 5.396, -1.272], [-1.440, 4.272, 0.466], [-1.673, 3.194, -0.389], [-2.867, 2.759, -0.369], [-4.046, 3.363, 0.326], [2.215, 3.979, -2.767], [-4.148, 0.521, -2.707], [-4.422, 2.279, -2.626], [-5.132, 1.209, -1.408], [0.439, 0.892, -4.915], [1.946, 1.829, -4.867], [0.387, 2.660, -4.824], [-3.755, 4.236, 0.900], [-4.508, 2.626, 0.985], [-4.795, 3.651, -0.414], [2.459, 3.799, -3.810], [3.142, 4.070, -2.199], [1.672, 4.920, -2.680], [4.108, 3.802, 1.434], [3.833, 2.570, 2.302], [4.908, 2.442, 3.385], [2.439, 2.614, 2.906], [2.057, 3.768, 3.586], [0.779, 3.929, 4.085], [-0.172, 2.942, 3.886], [0.149, 1.781, 3.205], [-0.866, 0.691, 2.967], [-2.306, 1.182, 2.913], [-0.725, -0.455, 3.971], [1.470, 1.604, 2.747], [1.752, 0.406, 2.044], [2.771, -0.276, 2.428], [3.260, -1.398, 1.693], [4.466, -2.119, 2.013], [4.668, -2.970, 0.980], [3.561, -2.751, 0.053], [2.724, -1.825, 0.514], [3.365, -3.418, -1.281], [4.520, -4.367, -1.597], [2.052, -4.207, -1.246], [3.285, -2.333, -2.367], [5.045, 3.672, 0.890], [4.205, 4.704, 2.041], [3.304, 3.964, 0.718], [3.906, 1.704, 1.643], [4.889, 3.313, 4.043], [5.902, 2.383, 2.936], [4.762, 1.562, 4.013], [2.775, 4.568, 3.708], [0.514, 4.841, 4.604], [-1.181, 3.087, 4.248], [-0.611, 0.304, 1.980], [-2.689, 1.395, 3.914], [-2.933, 0.407, 2.471], [-2.385, 2.090, 2.318], [-0.941, -0.093, 4.978], [0.285, -0.870, 3.975], [-1.426, -1.254, 3.726], [3.333, -0.004, 3.322], [5.073, -1.969, 2.891], [5.476, -3.668, 0.845], [4.598, -5.168, -0.859], [5.474, -3.838, -1.638], [4.355, -4.829, -2.571], [2.079, -5.003, -0.501], [1.851, -4.647, -2.223], [1.221, -3.550, -1.002], [4.229, -1.789, -2.443], [2.495, -1.609, -2.166], [3.076, -2.797, -3.332], [-4.638, -3.246, 1.409], [-3.234, -2.855, 0.247], [-1.688, -3.152, -0.907], [-4.141, -3.498, -1.228], [-2.776, -4.619, 0.689], [-4.202, -1.298, -0.150], [-2.141, -1.940, 1.334]], "forces_ev_per_angstrom": [[0.2312, 0.4170, -0.0066], [-0.0396, -0.0231, 0.0255], [0.1130, 0.0308, 0.0206], [0.0344, -0.0780, 0.0502], [0.4703, -0.0687, -0.0040], [-0.0316, 0.0530, -0.2347], [0.0539, 0.0166, -0.1060], [0.0157, -0.0008, -0.0811], [-0.0214, 0.0529, 0.0249], [-0.1503, -0.2278, 0.5092], [-0.0073, -0.1176, 0.0107], [-0.0433, 0.0209, 0.0280], [0.0316, 0.0276, 0.0319], [-0.0076, 0.0000, 0.0075], [0.0423, -0.1204, -0.0651], [-0.1082, 0.1216, 0.0179], [-0.0034, 0.0145, -0.0207], [0.0116, 0.0113, -0.0035], [0.0009, -0.0080, -0.0050], [0.0103, -0.0354, -0.0137], [-0.0734, 0.0162, -0.0031], [0.0561, -0.0274, 0.0540], [-0.0070, -0.0098, 0.0103], [-0.0336, 0.0302, 0.0183], [0.0183, -0.0026, 0.0006], [-0.0194, 0.0152, 0.0032], [-0.0239, -0.0447, -0.0004], [-0.0152, 0.0070, 0.0040], [-0.0158, -0.0024, -0.0137], [0.0094, -0.0031, 0.0048], [-0.0115, -0.0090, 0.0196], [0.0113, 0.0014, -0.0018], [0.0036, 0.0067, 0.0038], [-0.0023, 0.0042, 0.0021], [-0.0070, 0.0122, -0.0050], [0.0108, 0.0080, -0.0280], [0.0230, -0.0234, 0.0047], [-0.0021, -0.0016, -0.0025], [-0.0883, -0.0298, -0.0180], [0.0122, -0.0131, 0.0187], [-0.0176, 0.0257, 0.0158], [0.0025, 0.0136, -0.0054], [0.1410, -0.0149, -0.0291], [-0.0063, -0.0249, 0.0228], [-0.0243, -0.0307, 0.0011], [0.0139, -0.0112, -0.0088], [-0.0669, 0.1366, 0.0143], [-0.0626, 0.0220, -0.0518], [-0.0333, 0.0431, 0.0065], [0.0061, -0.0153, -0.0277], [0.0579, -0.0536, -0.0354], [0.0234, 0.0356, 0.0775], [-0.0304, 0.0519, -0.0351], [-0.0842, -0.1243, -0.1928], [0.0037, 0.0137, 0.0045], [0.0017, -0.0022, -0.0088], [0.0150, 0.0087, 0.0143], [0.0014, 0.0016, -0.0012], [0.0223, -0.0028, 0.0116], [-0.0077, 0.0030, -0.0017], [0.0507, -0.0028, 0.0368], [-0.0120, -0.0298, 0.0058], [-0.0019, 0.0017, 0.0005], [0.0006, 0.0020, -0.0043], [-0.0035, -0.0136, -0.0054], [0.0014, -0.0006, 0.0006], [0.0021, -0.0012, 0.0010], [0.0034, -0.0015, 0.0017], [-0.1767, -0.0507, -0.0120], [0.0093, 0.0068, 0.0017], [0.0007, 0.0076, 0.0113], [-0.0310, 0.0536, -0.0601], [-0.0047, -0.0010, 0.0006], [0.0011, 0.0065, 0.0045], [-0.0034, 0.0042, -0.0025], [0.0057, 0.0473, 0.0298], [0.0014, -0.0065, -0.0032], [0.0012, -0.0019, 0.0030], [-0.0061, 0.0020, 0.0018], [0.0031, -0.0008, 0.0025], [-0.0044, 0.0013, 0.0002], [-0.0038, 0.0000, 0.0037], [-0.0037, -0.0069, 0.0054], [-0.1563, -0.0565, -0.0268], [-0.0019, 0.0113, 0.0095], [-0.0188, -0.0128, -0.0067], [0.0127, -0.0026, 0.0003], [-0.0794, 0.2786, -0.1706], [-0.2011, -0.9503, 0.5370], [-0.1645, 0.5862, -0.3026], [-0.0233, -0.1406, 0.1506], [0.0120, 0.0899, 0.0181], [0.0706, 0.0393, -0.2162], [0.3176, 0.0461, -0.0442]], "lowdin_charge": [1.98, 0.01, -0.26, 0.00, -0.17, -1.17, 0.16, 0.19, -0.13, -0.03, -0.25, 0.00, -0.20, 0.08, 0.07, -0.94, 0.24, 0.22, 0.09, 0.14, -0.26, 0.00, 0.02, 0.09, 0.10, 0.10, 0.08, 0.09, 0.10, 0.08, 0.09, 0.09, 0.08, 0.09, 0.09, -0.06, -0.38, -0.06, -0.13, -0.03, -0.05, -0.02, -0.13, -0.39, -0.05, -0.04, -0.16, 0.11, -0.09, -0.23, 0.00, 0.02, -0.21, 0.06, -0.55, -0.05, -0.02, -0.02, 0.08, 0.08, 0.06, 0.12, 0.08, 0.08, 0.07, 0.11, 0.11, 0.11, 0.03, 0.09, 0.08, 0.07, 0.09, 0.07, 0.07, 0.13, 0.12, 0.11, 0.09, 0.09, 0.09, 0.10, 0.10, 0.03, 0.09, 0.05, 0.10, -0.37, 1.78, -0.52, -0.33, -0.38, -0.36, -0.74], "homo_lumo_gap_ev": [6.056, 7.519], "de_lowest_kcal_mol": 36.1, "lumo_energy_ev": [-3.065, -1.372]}


{"formula": "C29H41BBrClF2O7PS", "method": "wB97M-V/def2-TZVPD", "symbols": ["C", "C", "C", "P", "C", "C", "C", "S", "B", "O", "O", "C", "C", "O", "C", "C", "C", "C", "Br", "C", "Cl", "C", "C", "O", "O", "C", "C", "O", "O", "H", "H", "H", "H", "H", "H", "H", "H", "H", "H", "H", "H", "H", "H", "H", "H", "H", "H", "H", "H", "H", "H", "H", "H", "H", "H", "H", "H", "H", "H", "H", "F", "C", "C", "C", "C", "C", "C", "H", "H", "H", "H", "H", "F", "C", "C", "C", "C", "C", "C", "H", "H", "H", "H", "H"], "positions_angstrom": [[3.130, -1.801, -0.764], [1.967, -1.864, -0.094], [0.683, -1.434, -0.722], [-0.405, -0.357, 0.441], [-2.022, -1.029, -0.323], [-2.251, -0.747, -1.808], [-3.186, -1.813, -2.422], [-4.079, -1.138, -3.887], [-0.424, -1.553, 2.001], [0.375, -1.278, 3.130], [-1.253, -2.677, 2.122], [-0.722, -3.884, 1.608], [0.404, -4.485, 2.468], [1.086, 0.424, 1.007], [1.508, 1.443, 0.183], [2.496, 2.412, 0.825], [3.963, 2.140, 0.504], [4.293, 2.322, -0.974], [5.543, 0.962, -1.637], [0.214, 2.076, -0.393], [0.719, 3.009, -1.911], [-0.422, 3.064, 0.588], [-1.925, 3.193, 0.485], [-2.657, 2.662, 1.262], [-2.445, 3.992, -0.535], [-3.123, 3.292, -1.549], [-2.529, 3.435, -2.915], [-4.112, 2.671, -1.321], [-0.552, 1.036, -0.755], [4.050, -1.515, -0.265], [3.217, -2.059, -1.812], [1.994, -2.285, 0.907], [0.924, -0.869, -1.622], [0.098, -2.300, -1.061], [-1.213, 0.501, 1.315], [-2.098, -2.110, -0.182], [-2.833, -0.594, 0.263], [-1.329, -0.798, -2.383], [-2.745, 0.205, -1.965], [-3.961, -2.110, -1.724], [-2.617, -2.653, -2.805], [-3.145, -0.272, -4.305], [-0.164, -0.762, 3.745], [-1.548, -4.594, 1.590], [-0.367, -3.780, 0.579], [1.373, -4.282, 2.014], [0.284, -5.567, 2.481], [0.385, -4.076, 3.471], [1.972, 1.048, -0.736], [2.274, 3.407, 0.432], [2.316, 2.419, 1.899], [4.305, 1.179, 0.879], [4.542, 2.888, 1.049], [3.425, 2.274, -1.618], [4.803, 3.260, -1.155], [0.051, 4.036, 0.459], [-0.226, 2.746, 1.608], [-3.318, 3.456, -3.658], [-1.862, 2.594, -3.071], [-1.955, 4.356, -2.963], [-2.921, 4.809, 8.315], [-2.791, 4.502, 7.003], [-3.243, 3.278, 6.555], [-3.111, 2.970, 5.208], [-2.527, 3.878, 4.335], [-2.078, 5.101, 4.812], [-2.212, 5.424, 6.156], [-3.689, 2.581, 7.253], [-3.464, 2.018, 4.836], [-2.427, 3.627, 3.289], [-1.619, 5.810, 4.136], [-1.874, 6.375, 6.547], [2.179, -4.461, -1.913], [2.384, -4.659, -3.223], [2.040, -3.654, -4.107], [2.256, -3.856, -5.462], [2.801, -5.050, -5.915], [3.136, -6.047, -5.008], [2.932, -5.854, -3.649], [1.612, -2.734, -3.730], [1.998, -3.076, -6.166], [2.965, -5.203, -6.973], [3.558, -6.980, -5.359], [3.192, -6.613, -2.924]], "forces_ev_per_angstrom": [[0.2085, -0.0385, 0.5013], [0.3360, -0.0288, -0.7400], [-0.0828, -0.8506, -0.5139], [-0.7016, -1.1611, 0.4475], [0.2391, 0.1753, -0.0924], [-0.7177, -0.8102, -0.0231], [0.2437, 0.8826, -0.6880], [-0.2248, -0.1308, 0.0112], [0.7141, -0.5084, 0.0603], [-0.8054, 0.3581, -0.1203], [0.3105, 0.3297, -0.0829], [-0.1655, -0.5572, 0.2707], [-0.0880, 0.1040, -0.5986], [-0.2397, 0.4247, 0.3506], [0.1670, 0.1516, -0.8777], [-0.3510, -0.0503, -0.2853], [0.1853, 0.3201, 0.3488], [0.1621, -0.1483, 0.0060], [-0.0529, 0.1252, 0.0031], [0.4055, -0.5978, 0.3371], [0.0338, 0.2828, -0.2359], [-0.2309, 0.8787, -0.1982], [-0.3157, -0.4870, 0.5404], [-0.1638, 0.1466, -0.0203], [1.0379, -0.3451, -0.6958], [-0.7253, -0.1225, 0.0110], [0.1057, 0.6878, 0.3322], [0.0325, -0.0720, 0.1886], [-0.2337, 0.6545, -0.1816], [0.3007, -1.1306, 0.2496], [-0.2724, 1.2206, -0.4225], [-0.1590, 1.0959, 0.5875], [0.0480, 0.0366, -0.1026], [-0.2893, 0.0535, 0.2031], [0.3137, 0.0916, 0.0907], [0.2847, -0.0761, 0.1527], [-0.1400, 0.0506, -0.0356], [0.1577, 0.3309, 0.0094], [0.2707, 0.3191, 0.1052], [-0.0582, -0.1806, 0.0378], [-0.0259, -0.3460, 0.3908], [0.0941, -0.0780, 0.1101], [0.3371, -0.0817, 0.1949], [-0.1572, 0.0425, -0.0593], [-0.0615, 0.2005, -0.0851], [0.1424, 0.1213, 0.1577], [0.0555, -0.1107, 0.1924], [-0.0512, -0.0444, 0.1391], [0.1526, -0.2737, 0.0842], [-0.0273, 0.1582, 0.1232], [0.1065, 0.0296, 0.1084], [-0.2189, -0.2383, -0.1034], [0.1553, -0.0673, 0.1204], [-0.0906, -0.1489, -0.0584], [0.0071, 0.1122, -0.0440], [-0.0787, 0.1381, -0.0572], [-0.0045, -0.3508, 0.0246], [-0.1125, -0.2075, -0.0154], [0.1281, -0.1245, -0.0824], [0.1895, -0.0384, -0.0983], [-0.0034, 0.0058, 0.0190], [0.0139, -0.0408, -0.1589], [-0.0664, -0.0975, 0.0871], [0.0391, 0.0735, 0.0167], [0.0503, 0.0387, -0.0708], [-0.0559, -0.1015, 0.0590], [0.0561, 0.1412, 0.0394], [-0.0024, 0.0216, 0.0156], [0.0083, -0.0099, -0.0091], [-0.0349, -0.0355, 0.0270], [-0.0046, 0.0180, -0.0001], [0.0023, -0.0161, 0.0254], [-0.0409, -0.1899, 0.0137], [-0.0160, 0.0420, -0.1476], [-0.0671, 0.1441, 0.0019], [0.0343, -0.0991, 0.0236], [0.0080, -0.0043, -0.0452], [-0.0314, 0.0894, -0.0177], [0.0380, -0.1026, 0.0683], [0.0142, -0.0129, 0.0426], [-0.0175, 0.0145, 0.0077], [0.0015, -0.0035, -0.0016], [0.0145, -0.0078, 0.0111], [-0.0192, 0.0162, 0.0211]], "lowdin_charge": [-0.04, -0.22, -0.25, 0.72, -0.27, -0.32, -0.54, 0.64, -0.60, 0.09, 0.00, -0.26, -0.06, -0.24, -0.43, -0.14, -0.27, -0.59, 0.59, -0.79, 0.68, -0.07, -0.42, 0.14, 0.07, -0.48, 0.00, 0.15, -0.27, 0.02, 0.04, 0.09, 0.08, 0.08, 0.06, 0.07, 0.09, 0.09, 0.07, 0.06, 0.05, -0.17, 0.10, 0.11, 0.10, 0.06, 0.07, 0.08, 0.11, 0.10, 0.13, 0.09, 0.10, 0.01, 0.05, 0.11, 0.13, 0.09, 0.06, 0.08, 0.04, -0.29, -0.02, -0.07, -0.07, -0.08, -0.03, 0.11, 0.11, 0.08, 0.10, 0.11, 0.06, -0.29, -0.01, -0.08, -0.11, -0.10, -0.02, 0.11, 0.10, 0.10, 0.10, 0.11], "charge": -1, "homo_lumo_gap_ev": 7.205, "de_lowest_kcal_mol": 13.1, "lumo_energy_ev": 2.441}